{
  "formula": "C8H12BCl4HoN4",
  "method": "ωB97M-V/def2-TZVPD",
  "total_charge": 2,
  "gap_ev": [8.871, 9.061],
  "spin_multiplicity": 5,
  "mol_weight_da": 481.766,
  "elements": ["Ho", "B", "N", "C", "C", "C", "N", "N", "C", "C", "C", "N", "H", "H", "H", "H", "H", "H", "H", "H", "Cl", "C", "Cl", "H", "H", "Cl", "C", "Cl", "H", "H"],
  "coordinates": [[-0.7053, 0.2208, -0.6043], [1.4326, 1.1913, 1.0960], [0.5476, 0.2841, 1.9949], [0.6419, 0.1091, 3.3153], [-0.4705, -0.5887, 3.7900], [-1.2273, -0.7878, 2.7030], [-0.6432, -0.3182, 1.5806], [2.2053, 0.3403, 0.0409], [3.5127, 0.1203, -0.0256], [3.6927, -0.8726, -1.0109], [2.4706, -1.0203, -1.6022], [1.5201, -0.2976, -0.9245], [2.1330, 1.9535, 1.6402], [0.5646, 1.7967, 0.3944], [1.5327, 0.5448, 3.8735], [-0.6455, -0.8074, 4.8315], [-2.1551, -1.3168, 2.7665], [4.1370, 0.6236, 0.7245], [4.6410, -1.2620, -1.3715], [2.2287, -1.5728, -2.5029], [-1.3306, -0.2319, -3.5370], [-1.7696, -1.9237, -3.1630], [-1.2816, -2.4230, -1.5093], [-1.2120, -2.5034, -3.8848], [-2.8367, -1.9603, -3.1986], [-3.5868, 0.4359, -0.8983], [-3.5354, 2.2065, -1.1031], [-1.8569, 2.7510, -1.1809], [-3.9203, 2.7342, -0.2438], [-4.0838, 2.5744, -1.9910]],
  "forces_ev_per_a": [[0.78, -0.11, -0.02], [-0.75, -0.71, -1.38], [-0.30, -0.54, 1.26], [1.66, 0.90, 0.63], [1.70, 1.00, 1.36], [-0.80, -0.79, -0.69], [0.14, 0.68, -0.45], [-0.03, 1.34, 1.12], [-0.44, -0.99, 0.55], [1.31, 1.09, -0.30], [-1.03, -0.12, -0.03], [0.24, -0.60, -0.72], [0.08, 0.18, 0.40], [-0.05, 0.14, -0.10], [-1.43, -0.73, -0.86], [-0.18, -0.19, -0.19], [-0.45, -0.09, -0.74], [-0.04, -0.49, -0.67], [-0.34, 0.02, 0.19], [-0.08, -0.03, 0.30], [0.28, 0.18, 0.49], [0.50, 0.43, -0.04], [0.07, 0.24, -0.07], [-0.27, -0.44, 0.04], [-0.48, -0.40, -0.24], [-0.29, 0.25, 0.07], [-0.53, 0.85, -0.35], [0.69, 0.08, -0.25], [-0.37, -0.45, 0.40], [0.44, -0.73, 0.27]]
}

{
  "formula": "C8H12BCuN3O5P2S",
  "method": "ωB97M-V/def2-TZVPD",
  "total_charge": 2,
  "gap_ev": [6.908, 6.537],
  "spin_multiplicity": 2,
  "mol_weight_da": 398.573,
  "elements": ["C", "P", "O", "C", "C", "P", "O", "O", "C", "C", "N", "C", "B", "O", "O", "C", "N", "S", "N", "C", "H", "H", "H", "H", "H", "H", "H", "H", "H", "H", "H", "H", "Cu"],
  "coordinates": [[3.8367, 0.9707, -0.2349], [2.8287, -0.1353, 0.8044], [3.1689, 0.1770, 2.3155], [1.0847, 0.2779, 0.4998], [0.2370, -0.5314, -0.2111], [0.7645, -2.1710, -0.8558], [2.2580, -1.8190, -1.4107], [0.9713, -3.0703, 0.5105], [-1.1143, -0.0934, -0.4725], [-1.9856, -0.9967, -1.3036], [-2.3935, -2.2303, -0.5982], [-1.5598, 1.1103, 0.0189], [-3.0634, 1.6530, -0.2162], [-3.3369, 2.6474, -1.1095], [-4.0648, 1.0899, 0.5209], [-0.6837, 1.9453, 0.7653], [-0.9509, 3.1436, 1.2735], [0.3841, 3.6600, 1.9765], [1.3631, 2.4213, 1.6960], [0.6498, 1.5294, 1.0143], [4.6376, 0.4403, -0.7378], [3.1812, 1.4388, -0.9636], [4.2047, 1.7651, 0.4126], [3.9066, 0.8025, 2.4006], [2.7462, -2.6553, -1.4748], [1.2345, -2.5004, 1.2509], [-2.8814, -0.5056, -1.6750], [-1.4277, -1.2734, -2.1936], [-2.2603, -2.1636, 0.4067], [-1.9177, -3.0333, -1.0328], [-3.4522, 2.2694, -1.9896], [-3.9316, 0.1472, 0.6474], [-2.4335, -4.3101, -0.0339]],
  "forces_ev_per_a": [[-0.31, -0.25, 0.21], [-0.04, 0.81, -0.75], [-0.06, -0.07, -0.19], [0.73, -0.58, 0.34], [0.11, 0.37, 0.20], [-1.11, -1.09, -0.85], [0.20, 0.26, 0.98], [0.03, 1.00, -0.09], [0.61, -0.05, 0.38], [-0.14, 0.22, -0.45], [-0.67, -0.75, 0.51], [-0.96, 0.26, -0.33], [-0.22, -0.05, 0.21], [0.36, -0.39, 0.14], [0.03, -0.11, -0.68], [0.30, -0.83, -0.39], [-0.06, 0.44, 0.21], [-0.17, -0.08, -0.05], [0.27, 0.21, 0.09], [-0.16, -0.01, -0.04], [0.16, 0.01, 0.02], [-0.10, -0.12, -0.19], [0.24, 0.01, 0.04], [0.04, -0.03, 0.42], [0.28, 0.12, -0.29], [0.11, -0.42, 0.29], [-0.10, 0.20, 0.18], [-0.03, -0.21, -0.13], [0.39, 0.28, -0.04], [1.03, 0.95, -0.55], [-0.14, 0.51, -0.20], [-0.02, 0.03, 0.67], [-0.61, -0.63, 0.33]]
}

{
  "formula": "C8H12BrN2O",
  "method": "ωB97M-V/def2-TZVPD",
  "total_charge": 1,
  "gap_ev": 8.371,
  "mol_weight_da": 232.101,
  "elements": ["C", "C", "C", "C", "N", "C", "Br", "C", "N", "C", "C", "O", "H", "H", "H", "H", "H", "H", "H", "H", "H", "H", "H", "H"],
  "coordinates": [[0.3304, -0.5602, -2.1687], [-0.0689, -0.8668, -0.6997], [-1.4768, -1.5384, -0.8260], [0.8245, -1.8333, 0.1010], [-0.3193, 0.4910, 0.0492], [-1.1293, 1.5891, -0.1235], [-2.1057, 1.7578, -1.7798], [-0.9003, 2.5839, 0.8397], [0.0228, 2.1547, 1.7000], [0.6465, 1.0737, 1.3309], [1.7966, 0.6945, 2.1590], [2.0751, 1.2461, 3.1883], [1.2450, 0.2136, -2.1831], [0.7551, -1.4164, -2.6447], [-0.5153, -0.2219, -2.7431], [-1.3165, -2.5177, -1.1818], [-1.9746, -1.5709, 0.0737], [-2.0287, -0.8524, -1.5748], [0.4466, -1.9643, 1.1353], [0.8586, -2.9005, -0.2180], [1.8537, -1.4470, 0.1788], [-1.5279, 3.3487, 1.1070], [0.1484, 2.6713, 2.5960], [2.3603, -0.1348, 1.6840]],
  "forces_ev_per_a": [[3.04, 1.99, 1.37], [-1.73, -0.59, -0.92], [0.81, 3.18, -2.34], [0.49, 0.54, 1.06], [3.76, 2.55, 4.24], [0.99, -0.95, -1.24], [0.25, 0.35, 1.59], [-0.89, -2.39, -1.26], [-0.48, 1.17, 0.09], [-3.29, -1.64, -2.49], [1.06, -2.16, -0.66], [-0.45, 0.16, -0.53], [-2.18, -1.38, -0.10], [0.06, -0.89, -0.14], [0.08, 0.29, -0.13], [-0.03, -1.04, -0.73], [-1.20, -0.09, 2.10], [0.36, -1.81, 1.28], [0.03, 0.48, -0.37], [-0.16, 1.09, -0.65], [-0.24, -0.35, -0.18], [-1.22, 1.92, 0.12], [0.66, -0.72, -0.82], [0.26, 0.28, 0.71]]
}

{
  "formula": "C8H12BrN4O",
  "method": "ωB97M-V/def2-TZVPD",
  "total_charge": 1,
  "gap_ev": 7.971,
  "mol_weight_da": 260.115,
  "elements": ["N", "C", "O", "C", "C", "N", "Br", "C", "C", "C", "C", "C", "N", "N", "H", "H", "H", "H", "H", "H", "H", "H", "H", "H", "H", "H"],
  "coordinates": [[3.5256, -1.9112, 1.8290], [3.4868, -1.6427, 0.6987], [3.0524, -1.5384, -0.5588], [2.2517, -0.4187, -0.6121], [2.1602, 0.5270, -1.5615], [1.2217, 1.4503, -1.0928], [0.6945, 3.0075, -1.9363], [0.7733, 1.0601, 0.0851], [-0.1987, 1.6671, 1.0595], [-1.4687, 0.8071, 1.3144], [-2.1333, 0.2469, 0.0241], [-1.8252, -1.2786, -0.0990], [-1.8554, -1.7283, -1.4958], [1.3819, -0.0813, 0.4039], [2.7076, 0.5839, -2.4935], [0.3373, 1.7381, 2.0229], [-0.4930, 2.6937, 0.8153], [-1.2594, -0.0465, 1.9788], [-2.1756, 1.4542, 1.8525], [-1.8540, 0.7979, -0.8889], [-3.2230, 0.3334, 0.1234], [-0.8617, -1.5040, 0.4012], [-2.6555, -1.7952, 0.4036], [-1.5811, -2.7056, -1.5245], [-1.1843, -1.1993, -2.0454], [1.1755, -0.5172, 1.2960]],
  "forces_ev_per_a": [[0.52, 0.69, -1.27], [-0.87, -1.54, 0.79], [0.28, 1.01, 0.85], [-0.11, -0.18, 0.09], [0.39, -0.04, -0.51], [0.11, -0.05, -0.42], [0.13, -0.27, 0.00], [-0.92, 0.30, 1.27], [-0.07, 0.02, 0.56], [-0.40, 0.10, -0.59], [-0.05, -0.61, 0.54], [-0.36, 0.50, -0.58], [0.25, 0.18, 0.45], [-0.08, 0.20, -0.19], [-0.27, 0.27, 0.16], [-0.02, 0.12, -0.37], [0.23, -0.32, -0.37], [0.09, 0.36, -0.09], [0.30, -0.19, -0.09], [0.08, -0.13, 0.27], [0.31, 0.18, -0.20], [-0.40, -0.05, 0.00], [0.58, -0.07, 0.18], [-0.13, 0.07, -0.24], [-0.05, -0.14, -0.05], [0.43, -0.41, -0.16]]
}

{
  "formula": "C8H12ClNO2S",
  "method": "ωB97M-V/def2-TZVPD",
  "total_charge": 0,
  "gap_ev": [8.714, 7.839],
  "mol_weight_da": 221.709,
  "elements": ["C", "C", "C", "C", "C", "C", "C", "C", "N", "O", "O", "S", "Cl", "H", "H", "H", "H", "H", "H", "H", "H", "H", "H", "H", "H"],
  "coordinates": [[4.0398, -0.5983, -0.0463], [2.6315, -0.8012, 0.0967], [1.9008, 0.2503, -0.2581], [2.1351, -2.1798, 0.6055], [-0.8534, 2.0266, -1.0369], [-0.8064, 1.0980, 1.4366], [-3.1455, -0.5788, -0.2452], [-0.7533, 0.9636, -0.0139], [5.1343, -0.3621, -0.1132], [-1.1771, -0.8153, -2.0119], [-0.7112, -1.6798, 0.1830], [-1.3223, -0.6654, -0.5962], [2.2905, 1.8015, -0.7519], [1.2585, -2.0076, 1.2253], [1.8284, -2.6283, -0.2554], [2.9502, -2.5237, 1.3034], [-1.5460, 1.7658, -1.8052], [0.0722, 1.9846, -1.6179], [-0.9762, 3.0813, -0.7350], [-0.2666, 2.0779, 1.7109], [-1.7959, 1.1795, 1.8743], [-0.2644, 0.2189, 1.7932], [-3.6515, 0.2650, -0.7879], [-3.6933, -1.4197, -0.8096], [-3.2781, -0.4530, 0.8557]],
  "forces_ev_per_a": [[-3.33, -0.73, 0.42], [-0.49, 0.18, 0.11], [-1.26, 0.03, 0.38], [1.48, 3.39, 2.99], [0.83, 0.34, -0.10], [1.76, 1.61, 0.65], [-0.57, 0.04, -1.09], [-0.43, -1.23, -1.42], [3.85, 0.68, -0.31], [-0.07, 0.65, -0.65], [0.05, -0.84, 1.51], [-1.31, 1.24, -0.73], [0.64, -0.15, -0.08], [0.01, -0.07, -0.11], [-0.36, -2.42, -1.94], [-0.83, -0.53, -1.36], [-0.99, -0.12, -0.42], [0.16, 0.22, 0.03], [-0.08, -0.68, 0.35], [-0.60, -1.56, -0.15], [-0.37, -0.16, -0.02], [-0.22, 0.29, 0.72], [1.09, -0.13, 0.64], [1.24, 0.54, 1.56], [-0.19, -0.60, -0.98]]
}

{
  "formula": "C8H12ClNOSi",
  "method": "ωB97M-V/def2-TZVPD",
  "total_charge": 0,
  "gap_ev": [8.114, 7.126],
  "mol_weight_da": 201.729,
  "elements": ["C", "C", "C", "C", "C", "C", "C", "C", "N", "O", "Si", "Cl", "H", "H", "H", "H", "H", "H", "H", "H", "H", "H", "H", "H"],
  "coordinates": [[2.0327, -1.3209, 2.9664], [0.9159, -0.8513, 2.2358], [3.2938, -1.3284, 2.3692], [1.1914, -0.5426, 0.9689], [3.3681, -0.9878, 0.9832], [-2.6983, -1.0941, -1.8734], [-2.2132, 1.6594, 0.0740], [-0.0421, 1.9129, -2.2663], [2.3390, -0.6235, 0.3146], [-1.8150, -0.0440, -2.1452], [-1.0012, 0.8474, -1.0884], [4.9005, -1.0447, 0.1282], [1.7172, -1.6714, 3.9754], [-0.0131, -0.8468, 2.6045], [4.1307, -1.6860, 3.0414], [-2.7600, -1.8571, -2.6377], [-3.7723, -0.8015, -1.8798], [-2.3494, -1.7307, -0.9064], [-2.4277, 2.7299, -0.2759], [-3.2081, 1.2013, 0.1131], [-1.8787, 1.6959, 0.9996], [-0.6515, 2.6045, -2.6971], [0.7408, 2.3354, -1.8065], [0.2005, 1.4443, -3.1974]],
  "forces_ev_per_a": [[-1.08, 0.22, 0.00], [3.91, -0.90, -0.10], [0.33, -0.84, 1.20], [-1.15, 1.33, -3.59], [1.40, -0.61, 2.09], [-0.34, -1.92, 1.97], [-2.12, 1.49, -4.34], [-1.39, -2.75, -0.19], [-1.35, 0.53, -0.35], [-0.88, -1.50, -1.06], [0.97, 0.08, 0.87], [-0.26, -0.07, 0.36], [1.29, 0.22, -0.56], [-3.29, 0.16, 1.46], [-0.71, 0.56, -1.48], [0.90, -0.02, -0.69], [0.70, 0.40, 0.87], [-1.13, 1.71, -1.86], [0.46, -1.27, 0.40], [0.27, -0.31, -0.25], [1.69, 0.33, 4.46], [-2.18, 2.68, -0.45], [3.09, 1.71, 1.35], [0.85, -1.20, -0.11]]
}

What maximum force values result from the calculations? In sequence: 2.396 1.771 6.219 1.937 4.753 5.057 eV Å⁻¹.